Computed, not measured: a molecular structure, H30O15 at a distorted geometry, with ωB97M-V with the def2-TZVPD basis set.

The geometry in XYZ format:
```
45
Properties=species:S:1:pos:R:3:forces:R:3
H -0.3790 1.1460 0.3276 0.20 -2.31 0.16
H 0.4205 0.1737 -0.5286 -0.64 0.01 0.49
H -4.0019 1.7024 -2.0778 -0.36 1.34 -0.71
H -2.9512 0.5984 -2.3683 -0.14 0.22 -0.27
H 0.3900 2.6475 -0.9361 -1.35 1.07 -1.05
H 1.9000 2.5041 -0.9401 0.04 -0.03 0.14
H -0.2019 0.9198 -3.2940 0.92 0.10 -0.53
H -1.0624 1.5084 -2.1831 -0.03 0.20 0.38
H -3.1634 -2.9633 1.6641 -0.72 1.18 -0.68
H -4.2683 -2.6414 0.5868 -0.28 -0.47 0.19
H 2.8081 2.3629 -3.3227 -1.57 3.40 -2.84
H 4.0596 1.5752 -3.0803 0.78 -0.02 -0.26
H -2.3587 -3.1415 -0.2824 -0.34 0.37 -1.41
H -3.2733 -2.7004 -1.6046 1.13 -1.72 1.97
H -1.6465 3.9343 2.1156 0.52 -0.20 0.39
H -2.2891 5.3182 2.5157 0.14 -1.26 -0.66
H 3.0888 1.4670 1.5090 -0.76 -0.02 0.08
H 1.6846 2.2374 1.6679 1.92 -0.39 -0.18
H 2.1818 -0.8716 3.5002 1.55 -0.08 -0.81
H 1.1698 -0.1690 4.3088 -0.30 -0.46 -0.15
H -0.2777 -1.6452 2.6483 -0.90 0.86 0.06
H 0.0310 -1.0254 1.4132 2.03 0.36 -2.44
H -3.9818 -0.4385 0.7334 0.00 0.64 -0.03
H -4.5939 0.0862 -0.5380 -0.35 -0.31 -1.12
H 3.3233 -4.0957 0.4237 0.59 0.29 0.61
H 3.6510 -2.8500 -0.3953 1.12 0.06 -0.21
H 2.2230 -1.7770 -1.6232 -0.65 0.67 -1.21
H 1.3841 -3.0653 -1.6437 -1.30 -0.39 -1.16
H 4.2767 0.3949 0.6284 -0.39 -0.60 -0.75
H 3.1840 -0.2962 -0.2785 -2.06 0.31 0.04
O -0.2088 0.1587 0.2229 0.53 2.87 -2.54
O -3.6773 0.8726 -1.7962 1.05 -0.93 -1.57
O 1.0910 2.2529 -0.4730 1.62 -0.21 0.39
O -1.0215 0.8192 -2.8400 -0.83 -0.39 0.04
O -3.3616 -2.4791 0.8163 -0.34 3.22 9.46
O 3.1611 1.7161 -2.8228 0.69 -3.31 3.15
O -3.1507 -3.3301 -0.8023 0.44 -2.52 -9.53
O -2.3816 4.5117 1.9515 -0.65 1.47 0.28
O 2.6800 2.3043 1.7435 -1.10 0.45 0.38
O 1.3439 -1.0250 3.8831 -0.90 0.40 1.24
O -0.6477 -0.9859 2.0132 -1.98 -2.60 4.47
O -4.2556 0.3854 0.2791 -0.17 -0.92 3.66
O 2.9686 -3.2393 0.1178 4.80 -5.53 8.70
O 2.0465 -2.6004 -1.1676 -4.57 4.95 -6.74
O 4.0865 -0.2570 -0.0716 2.62 0.24 0.60
```
Positions in Å, forces in eV/Å.

Output
ΔE to the lowest compared entry with this formula, charge and spin: 1121.4 kJ/mol
Gap between HOMO and LUMO: 7.57 eV
F_max: 11.37 eV/A
E_tot: -31190.0432 eV

Computed, not measured: 16 unconnected molecules or ions with the total composition H30O19S at a distorted geometry, with ωB97M-V with the def2-TZVPD basis set.

The geometry in XYZ format:
```
50
Properties=species:S:1:pos:R:3:forces:R:3
S 0.1571 -0.0205 -0.1142 -0.58 1.91 1.28
O -0.0779 0.3255 1.2678 0.17 0.28 0.12
O 1.0021 0.9535 -0.7632 1.05 0.57 -0.07
O 0.7451 -1.3175 -0.1912 0.63 -2.06 0.22
O -1.0999 -0.0145 -0.8122 -1.59 -0.88 -0.08
O -3.0189 1.6025 -0.1332 -0.87 0.07 0.34
H -2.4519 0.8375 -0.2912 -0.21 0.49 0.15
H -2.4209 2.3325 -0.3012 0.32 0.39 -0.18
O -0.7589 3.8805 -0.1802 -0.53 0.62 0.04
H -0.8429 4.6925 0.3388 0.01 -0.34 -0.08
H 0.2021 3.6695 -0.1402 -0.45 -0.02 0.34
O 0.2481 -3.8575 -0.1662 -1.24 -2.56 0.01
H 0.4141 -2.9365 -0.2702 0.80 1.05 -0.38
H 1.0221 -4.3995 0.0158 -0.04 0.73 -0.24
O 2.0981 -2.2155 -2.0402 0.45 -0.53 -2.01
H 1.5621 -1.8105 -1.3662 -0.03 0.30 0.71
H 1.6861 -1.8065 -2.8182 0.43 -0.30 -0.05
O -1.6169 1.5775 -2.6742 -0.35 -0.53 0.09
H -1.4249 0.8425 -2.0042 -0.50 1.72 -1.62
H -2.5679 1.5485 -2.8462 0.31 -0.17 0.29
O -0.5919 -3.0025 2.3538 -0.39 -0.46 0.20
H 0.3101 -2.9755 2.6488 0.85 0.15 0.36
H -0.4599 -3.0285 1.3998 -0.42 -0.32 -0.21
O -1.0979 2.2495 2.7268 0.25 0.54 1.65
H -1.6359 2.8545 2.2208 0.17 -0.59 -0.84
H -0.6749 1.5275 2.2358 -0.71 0.99 -0.49
O 0.9531 2.2105 -2.9772 2.39 2.27 0.91
H 1.0521 1.5785 -2.2222 -0.55 0.58 -0.98
H 1.5321 2.9985 -2.6422 -1.57 -2.26 -1.27
O 3.4781 0.4985 -1.2862 1.04 0.43 1.77
H 3.5791 0.6615 -0.3082 0.27 -0.29 -1.42
H 2.5181 0.5265 -1.3032 -0.23 -0.21 -0.42
O 1.5661 0.1435 3.2108 1.62 1.51 0.16
H 1.2891 -0.6225 3.6578 -0.70 -1.43 0.72
H 0.9721 0.2615 2.4668 -0.14 -0.13 -0.14
O -1.4979 -1.4255 -2.8352 0.41 -1.50 -0.11
H -1.0939 -2.3195 -2.8212 -0.44 0.74 -0.01
H -1.3779 -1.1075 -1.9112 -0.11 -0.24 -0.76
O -1.7339 -0.6835 3.0738 0.32 0.84 -0.24
H -1.1749 -0.3105 2.3358 -1.13 -0.80 1.30
H -1.5289 -1.6215 3.0538 0.04 -0.15 -0.29
O -2.9849 -1.5595 0.3798 -1.33 -0.47 -0.70
H -3.6179 -1.3405 -0.3312 0.22 -0.40 0.49
H -2.3499 -0.8675 0.2298 0.66 0.20 0.36
O 1.7671 3.3225 -0.0782 0.37 -0.49 0.71
H 1.8541 3.7355 -0.9162 0.48 0.95 -1.09
H 1.5551 2.4025 -0.3622 0.06 -0.08 0.68
O 2.2921 -2.5185 1.5038 0.69 -1.21 0.51
H 2.4821 -3.4105 1.1538 -0.11 0.93 0.16
H 1.7631 -2.0595 0.8308 0.20 0.12 0.13
```
Positions in Å, forces in eV/Å.

Output
ΔE to the lowest compared entry with this formula, charge and spin: 354.5 kJ/mol
Gap between HOMO and LUMO: 8.94 eV
Charge: -2
F_max: 3.42 eV/A
E_tot: -50227.4273 eV

Computed, not measured: 15 unconnected molecules or ions with the total composition H31O15 at a distorted geometry, with ωB97M-V with the def2-TZVPD basis set.

The geometry in XYZ format:
```
46
Properties=species:S:1:pos:R:3:forces:R:3
O 0.1637 1.1712 -2.5672 -0.78 -0.46 -0.57
H -1.5091 -2.3997 2.2953 -0.35 -0.60 0.48
H 0.5617 1.6253 -1.8219 -0.12 0.20 0.01
O 0.2102 -1.1766 1.4480 -0.65 -1.24 0.64
H 0.4508 1.9110 4.1214 -0.22 -0.09 0.44
H -0.0431 -0.3798 1.9094 0.30 0.43 -0.55
O -2.0911 -0.7375 3.1243 -0.41 -0.15 -0.19
H -2.9614 -2.8149 2.1484 -0.42 -0.12 0.15
H 0.4363 4.1167 -2.1290 0.48 0.19 -0.44
O 2.8377 0.1824 1.8767 -1.32 2.67 -0.61
H -2.7693 -0.6923 -4.2691 0.16 0.40 -0.61
H 3.3787 -0.2721 1.2522 0.66 -1.36 0.76
O 0.5234 2.5699 0.1744 -0.97 -0.25 -0.26
H 0.6770 2.6368 1.1227 0.26 0.20 -0.10
H 1.3158 2.7476 -0.3410 0.46 0.06 0.33
O -2.0896 -3.2222 2.2129 0.78 0.69 -0.48
H -1.4459 -0.0931 3.4100 0.58 0.45 0.37
H -2.8479 -0.5747 3.6931 -0.12 -0.03 0.12
O -1.7995 -0.7257 -0.7796 -0.72 1.33 0.25
H -1.4948 -2.4832 -3.3929 -0.14 0.10 -0.24
H -1.2627 -0.5669 -4.8626 -0.48 0.47 -0.48
O -1.0934 -3.3406 0.0309 -0.88 -0.54 0.79
H 0.7599 -1.0271 0.6788 0.16 0.57 -0.15
H -1.4191 -2.4550 -0.2438 0.27 -0.10 -0.26
O -1.8518 -0.9664 -4.2258 0.18 -0.32 0.45
H -1.7628 -3.5204 1.1570 0.62 0.37 -0.16
H 2.6560 1.0003 -0.6591 -0.23 0.09 0.63
O 1.3730 -0.7178 -1.6805 1.01 -0.71 1.18
H -0.7507 4.0183 -1.2661 -0.29 -0.16 -0.07
O 0.4581 0.9591 3.9396 0.04 0.34 -0.61
H 0.8972 0.9995 3.0781 0.02 -0.19 -0.09
H -1.1972 -0.0065 -0.9744 1.53 0.08 -0.12
O -1.2886 -2.7015 -2.4824 0.52 -1.00 0.36
H -1.3940 -3.9657 -0.6453 0.23 0.30 -0.44
H -0.9782 -1.8647 -2.1241 -0.45 -0.19 -0.20
O 2.9624 1.7261 -1.2126 -0.08 -0.57 -0.11
H -2.5583 -0.1237 -0.7852 -0.80 -0.88 0.17
H 3.0145 1.2063 -2.0271 0.11 0.68 -0.41
O -0.4846 3.8669 -2.1825 -0.29 0.19 0.35
H -0.5431 1.7337 -2.8968 0.17 0.51 0.18
H 2.3383 2.7745 1.4499 0.89 -0.38 0.16
O 2.2270 2.9091 2.3917 -1.01 0.91 0.42
H 2.6849 2.2315 2.8814 0.61 -0.30 -0.37
H 2.5885 -0.0334 2.7697 0.91 -1.61 -0.03
H 2.0931 -1.0582 -2.2188 -0.22 -0.32 -0.12
H 0.5708 -0.7747 -2.1943 0.04 0.33 -0.57
```
Positions in Å, forces in eV/Å.

Output
ΔE to the lowest compared entry with this formula, charge and spin: 235.8 kJ/mol
Gap between HOMO and LUMO: 10.92 eV
Charge: +1
F_max: 3.04 eV/A
E_tot: -31209.0959 eV

Computed, not measured: 16 unconnected molecules or ions with the total composition H31O16 at a distorted geometry, with ωB97M-V with the def2-TZVPD basis set.

The geometry in XYZ format:
```
47
Properties=species:S:1:pos:R:3:forces:R:3
O -1.4426 1.4453 5.1057 0.07 -0.11 1.32
H 3.2150 -4.5352 -1.3844 0.58 -0.83 0.21
H -0.8624 -1.3010 2.7430 0.11 0.34 -0.21
O 4.0719 -2.0516 -2.8585 0.29 0.62 1.02
H -1.5021 2.1551 5.7540 -0.49 0.92 -0.50
H -1.1538 0.8107 5.7777 0.24 -0.80 -0.64
O -2.5402 1.7033 -2.7222 0.40 -0.27 -0.94
H 3.4848 -2.6889 -3.2507 0.24 -0.14 -0.74
H -1.3847 -0.8201 4.1105 -0.16 0.81 0.02
O -1.0565 -1.5735 3.6397 0.07 -1.05 0.08
H -0.7818 -1.5230 -1.4673 0.40 0.36 -1.03
H 4.7012 -1.6817 -3.4818 -0.35 -0.34 -0.34
O 3.0303 -4.9607 -2.2406 -0.74 2.00 0.41
H -1.9661 -3.3225 -2.7889 0.37 0.06 0.03
H 0.4364 2.5689 -5.3256 -0.52 -0.79 0.31
O 0.3253 2.9385 1.6097 0.05 -1.12 -0.35
H -0.3505 2.2081 1.2905 -0.51 0.71 0.51
H 2.8351 -1.0763 1.3794 -0.27 -0.40 -0.40
O -3.1483 -1.5650 0.3940 -0.05 -0.44 -0.55
H -2.4129 -1.0183 0.0983 0.08 0.45 0.53
H -3.4434 -1.2109 1.2307 0.06 0.21 0.22
O 1.3070 2.1172 4.3731 0.95 0.02 -0.32
H 0.4397 2.3861 4.6560 -0.58 -0.06 -0.08
H -2.9444 2.0920 -1.9486 0.23 -0.25 0.51
O -1.1765 1.0717 0.8231 -0.21 -0.28 -0.89
H -0.4420 0.1798 -0.0842 0.02 -1.17 1.80
O -1.9223 -4.2826 -2.9172 -0.10 -0.16 0.33
H 2.4909 -4.1837 -2.5219 -0.03 -1.25 -0.50
H -2.0887 -4.4252 -3.8438 -0.08 -0.04 -0.42
O 4.3299 0.7414 -0.5155 -0.19 -0.93 1.08
H -2.1048 0.8621 -2.5051 -0.40 0.32 0.41
H 3.7601 0.6428 0.2707 0.04 0.84 -0.47
O 0.0461 2.8993 -4.5163 0.61 1.56 0.16
H -2.2422 -1.6007 -1.6284 0.61 -0.06 -1.43
H 0.4336 0.3139 -1.1053 0.65 -2.23 0.30
O -2.9415 4.8727 1.3799 -0.23 1.72 -0.34
H 4.6001 -0.1941 -0.4905 0.20 0.20 -0.77
H 1.0525 2.3367 1.4008 0.63 0.59 -0.01
O 0.2808 -0.5064 -0.5126 -0.37 3.46 -1.40
H -0.5361 2.3391 -4.0086 -0.24 -0.72 -0.42
H -1.9919 4.7520 1.2693 -0.33 -0.97 0.26
O -1.4378 -1.5683 -2.2210 -1.42 -0.14 1.99
H -1.7804 0.6722 1.4473 -0.03 0.03 0.23
H 1.3171 2.3640 3.4313 -0.33 0.04 0.31
O 2.7679 -1.5320 0.5222 0.61 0.24 0.59
H -3.4581 4.1219 1.6437 0.66 -0.83 0.08
H 2.1862 -0.9732 -0.0118 -0.55 -0.12 0.03
```
Positions in Å, forces in eV/Å.

Output
ΔE to the lowest compared entry with this formula, charge and spin: 334.8 kJ/mol
Gap between HOMO and LUMO: 9.01 eV
Charge: -1
F_max: 3.75 eV/A
E_tot: -33264.3597 eV